Molecular formula: C7H8FN3S
Method: DFT, wB97M-V/def2-TZVPD

**Total energy**: -25407.1533 eV
**LUMO energy**: 0.391 eV
**Energy above the lowest of the compared OMol25 structures with the same formula, charge and spin**: 2.8790 eV
**HOMO energy**: -8.456 eV
**Kohn-Sham gap**: 8.85 eV
**Net charge**: 0

The geometry in XYZ format:
```
20
Properties=species:S:1:pos:R:3:forces:R:3
C -2.246519 -0.357474 -0.159606 0.2 2.3 1.8
C 0.125803 -0.371818 -0.141431 0.7 -1.6 -0.4
C 0.424398 0.730982 -0.973989 0.4 -1.3 -0.3
C 1.787720 1.014623 -1.350681 -3.5 1.4 1.0
C 2.791650 0.491050 -0.625648 2.2 -3.7 0.0
C 2.497238 -0.701441 0.125431 -3.3 1.7 -0.1
C 1.132600 -1.134588 0.431881 3.8 0.2 0.8
H -2.321492 -0.075643 2.451137 2.5 4.1 -2.4
H -0.659455 1.162773 2.002499 -4.7 -1.4 -1.2
H -3.359321 1.277619 0.232926 2.5 -0.8 1.1
H -1.330912 -1.914918 -0.666966 1.1 0.8 0.8
H -0.473783 1.172788 -1.375910 0.4 0.5 -0.6
H 2.023715 1.761092 -2.089399 -0.3 0.2 -0.1
H 3.855564 0.654883 -0.955369 -1.2 -0.1 0.8
H 1.015158 -1.998328 1.199628 -0.1 1.5 -1.8
N -1.856221 0.984717 1.859281 0.1 -2.5 0.6
N -2.355214 0.893584 0.397009 0.0 0.7 2.1
N -1.157130 -1.070373 -0.073963 3.7 0.5 0.2
F 3.487706 -1.405065 0.586938 1.3 -0.8 0.7
S -3.381497 -1.114469 -0.873767 -5.9 -1.9 -3.1
```
Positions in Å, forces in eV/Å.

---

Molecular formula: C7H8FNO3S
Method: DFT, wB97M-V/def2-TZVPD

**Total energy**: -28572.2578 eV
**LUMO energy**: 0.358 eV
**Energy above the lowest of the compared OMol25 structures with the same formula, charge and spin**: 1.0757 eV
**SMILES**: N[C@H](F)OS(=O)(=O)c1ccccc1
**HOMO energy**: -10.160 eV
**Kohn-Sham gap**: 10.52 eV
**Net charge**: 0

The geometry in XYZ format:
```
21
Properties=species:S:1:pos:R:3:forces:R:3
N -1.186038 2.452173 -1.675417 -1.7 1.9 -0.1
C 0.041040 2.478091 -1.041418 -1.4 -0.4 2.3
F 0.882471 1.696061 -1.679234 1.0 -1.5 -0.5
O 0.068742 2.163016 0.471169 -1.3 -2.4 -0.6
S -0.909132 0.946654 1.202082 1.7 3.1 -0.4
O -2.224401 1.094954 0.710900 -1.1 -0.6 -1.2
O -0.707229 1.250022 2.568928 0.6 -0.4 0.9
C -0.158304 -0.589825 0.788090 -0.3 0.4 0.4
C 0.826880 -0.999318 1.681547 -0.3 -2.9 -3.1
C 1.449121 -2.245228 1.327682 0.2 1.0 0.1
C 1.147842 -2.762207 0.097111 1.3 -1.2 -1.3
C 0.220782 -2.239678 -0.800200 0.7 -2.9 -1.7
C -0.555649 -1.220427 -0.407267 -0.6 2.6 0.3
H -1.612592 1.607217 -2.020762 0.5 -0.2 0.3
H -1.930072 3.138302 -1.390589 1.6 -1.1 -0.1
H 0.506925 3.406250 -0.883986 0.1 1.7 -0.4
H 1.136491 -0.317715 2.379193 0.7 1.1 2.2
H 2.278651 -2.800807 1.786185 -0.5 0.9 0.6
H 1.823253 -3.559184 -0.333039 -1.0 0.7 0.9
H 0.206252 -2.833271 -1.771957 -0.6 1.4 1.2
H -1.305033 -0.665080 -1.009021 0.4 -0.9 0.3
```
Positions in Å, forces in eV/Å.

---

Molecular formula: C7H8FO2
Method: DFT, wB97M-V/def2-TZVPD

**Total energy**: -14199.1099 eV
**LUMO energy**: 3.699 eV
**Energy above the lowest of the compared OMol25 structures with the same formula, charge and spin**: 1.9063 eV
**HOMO energy**: -4.480 eV
**Kohn-Sham gap**: 8.18 eV
**Net charge**: -1

The geometry in XYZ format:
```
18
Properties=species:S:1:pos:R:3:forces:R:3
C 2.668752 -0.290958 -2.304227 0.4 3.3 -3.1
C 2.650616 -0.996466 -1.378828 0.9 -2.7 3.0
C -1.036325 0.103722 0.311934 -1.2 0.8 -0.1
C -0.248548 -1.161518 0.023351 -1.4 1.9 -1.6
C 0.804537 -2.977138 -1.472453 -0.6 1.7 0.1
C -0.886475 0.619212 1.760001 -3.1 0.7 -0.6
C 0.045688 -1.504841 -1.219044 0.2 -3.7 -0.7
O 0.784821 -3.374651 -2.631642 -0.2 -0.2 -0.3
O 1.323900 -3.436260 -0.439714 0.0 -0.2 0.2
F -0.489677 -0.995123 -2.366388 0.4 0.6 1.1
H 2.738133 0.493169 -3.020814 -0.2 -0.3 -0.1
H -0.663421 0.903235 -0.319480 0.3 0.0 -0.4
H 2.750718 -1.776004 -0.653038 -0.4 0.1 0.1
H -2.139328 0.113348 0.026392 1.2 -0.7 0.3
H 0.109526 -1.862888 0.733119 0.3 -0.2 0.8
H -0.394796 -0.165275 2.206892 1.3 -1.3 1.9
H -1.901040 0.790621 2.286347 1.5 -0.4 -0.8
H -0.359398 1.547739 1.808288 0.6 0.4 0.1
```
Positions in Å, forces in eV/Å.